{"formula": "C6H5NO", "method": "ωB97M-V/def2-TZVPD", "symbols": ["C", "C", "C", "C", "C", "C", "H", "H", "H", "H", "H", "N", "O"], "coordinates": [[-1.81031, -0.30991, 1.14175], [-0.61104, -0.13182, 0.23989], [-0.31311, 1.03380, -0.67903], [0.47296, -0.30182, -1.14632], [1.44301, -0.32418, 0.03862], [0.67784, -0.22034, 1.13330], [-1.14146, 1.42768, -1.28180], [0.26182, 1.81819, -0.29918], [1.00815, -0.45333, -2.16100], [2.51133, -0.65697, -0.14758], [0.78474, -0.07656, 2.15289], [-2.69281, -0.64769, 1.84654], [-0.59112, -1.15705, -0.83809]], "forces_ev_per_angstrom": [[-2.2, -1.1, 0.9], [-4.0, -0.2, 4.5], [-1.0, -2.0, -1.6], [3.5, 1.5, -3.4], [2.6, -2.0, 0.2], [-0.3, -0.3, -4.9], [0.2, -0.7, -0.1], [0.9, 0.9, 0.7], [-1.3, 0.3, 1.5], [-1.2, 1.0, 0.6], [0.1, -0.1, 1.6], [2.6, 1.3, -2.0], [0.2, 1.4, 1.9]], "mulliken_charge": [-0.2241, 1.0841, -0.5682, 0.0098, -0.5194, -0.6913, 0.2618, 0.2949, 0.4475, 0.3304, 0.4740, -0.4647, -0.4347], "multiplicity": 1, "homo_energy_ev": -10.40, "total_charge": 0, "orbital_gap_ev": 11.1786, "mol_weight_g_mol": 107.1}

***

{"formula": "C5H14NO", "method": "ωB97M-V/def2-TZVPD", "symbols": ["C", "C", "C", "C", "C", "N", "H", "H", "H", "H", "H", "H", "H", "H", "H", "H", "H", "H", "H", "H", "O"], "coordinates": [[-0.21180, 0.39040, -1.07134], [-0.97718, 0.96995, 0.11375], [-0.81425, 0.19273, 1.39508], [-2.43723, -1.56771, 0.59546], [-1.53944, -1.13341, 1.45628], [1.21658, 0.90311, -1.11374], [-0.22003, -0.67753, -0.84607], [-0.60683, 0.53006, -2.06227], [-2.03569, 1.03885, -0.13088], [-0.71758, 2.02763, 0.23387], [0.20250, -0.00292, 1.77895], [-1.11444, 0.77474, 2.27279], [-2.82775, -1.05385, -0.27104], [-2.88016, -2.53964, 0.78137], [-1.30005, -1.63141, 2.37899], [1.35776, 1.72701, -0.53838], [1.43394, 1.06326, -2.09381], [1.92266, 0.15832, -0.89569], [4.29058, -0.06707, -1.20661], [3.73121, -0.97269, -0.16412], [3.52721, -0.12985, -0.61257]], "forces_ev_per_angstrom": [[-0.1, -0.6, 1.1], [0.0, 1.1, -0.4], [0.2, -0.4, 1.3], [-0.4, -1.0, 0.2], [0.3, 1.4, 0.0], [-0.5, -1.5, -0.7], [0.5, -0.1, -0.5], [-0.5, 0.3, -0.1], [-0.1, -0.3, -0.1], [0.2, 0.0, 0.1], [0.3, 0.1, -1.0], [-0.6, 0.3, -0.3], [0.3, 0.2, -0.1], [-0.1, 0.1, -0.1], [-0.1, -0.7, 0.0], [0.2, 0.1, 0.0], [0.1, 0.7, 0.0], [-0.1, 0.7, 0.5], [-0.2, 0.3, -0.1], [-0.3, 0.4, 0.1], [1.0, -1.2, 0.2]], "mulliken_charge": [-0.4929, -0.9759, -0.4774, -0.8347, -0.0907, -0.2639, 0.3480, 0.3546, 0.3480, 0.4935, 0.3324, 0.3560, 0.2237, 0.2595, 0.3370, 0.3400, 0.3673, 0.3944, 0.3242, 0.3422, -0.6852], "multiplicity": 1, "homo_energy_ev": -12.90, "total_charge": 1, "orbital_gap_ev": 9.5992, "mol_weight_g_mol": 104.2}

***

{"formula": "CH2N2OS", "method": "ωB97M-V/def2-TZVPD", "symbols": ["C", "N", "N", "O", "S", "H", "H"], "coordinates": [[-1.62253, 0.08733, -0.02052], [-0.33911, 0.11170, -0.20579], [0.72158, -0.44243, 0.12136], [1.98823, -0.43651, -0.04828], [3.56988, 0.40657, 0.07018], [-2.23911, 0.33824, -0.86245], [-2.07894, -0.06490, 0.94551]], "forces_ev_per_angstrom": [[1.6, 0.4, 0.4], [0.7, 1.0, -0.6], [-0.8, -2.2, 0.3], [-0.1, 0.3, 0.0], [-1.4, 0.5, -0.1], [0.0, -0.1, -0.3], [0.1, 0.1, 0.3]], "mulliken_charge": [-0.2512, 0.0338, 0.2212, -0.3312, -0.1863, 0.2532, 0.2605], "multiplicity": 1, "homo_energy_ev": [-8.56, -8.08], "total_charge": 0, "orbital_gap_ev": [6.9332, 6.0343], "mol_weight_g_mol": 90.1}

***

{"formula": "C4H26O10", "method": "ωB97M-V/def2-TZVPD", "symbols": ["C", "C", "C", "O", "C", "H", "H", "H", "H", "H", "H", "H", "H", "H", "H", "O", "H", "H", "O", "H", "H", "O", "H", "H", "O", "H", "H", "O", "H", "H", "O", "H", "H", "O", "H", "H", "O", "H", "H", "O"], "coordinates": [[2.01547, -0.88257, 0.58809], [2.25348, 0.45919, -0.02522], [1.19404, 1.07819, -0.34272], [-0.11958, 0.71565, -0.09980], [0.89883, 2.46745, -0.93079], [2.61060, -1.70559, 0.40225], [0.86748, -1.20602, 0.37836], [2.09381, -0.80793, 1.70643], [3.29481, 0.43796, -0.33331], [-1.69807, 0.56230, -3.31795], [0.82193, 2.27100, -1.99768], [1.65030, 3.15629, -0.79760], [-0.08471, 2.95788, -0.77066], [0.88346, 0.77388, 3.23613], [-0.59559, 0.54678, 2.82479], [0.09584, 1.28694, 3.06152], [-0.05214, -3.48028, 0.99074], [-0.91295, -4.05821, -0.02284], [-0.12744, -3.60386, 0.04513], [0.65062, -1.16216, -3.43993], [-0.30592, -1.03128, -4.61206], [0.08680, -0.50290, -3.95186], [-1.43453, -1.59565, 0.95853], [-2.33745, -1.34309, 2.17168], [-1.38873, -1.59422, 1.94564], [3.05964, -2.22635, -1.82066], [1.90879, -2.59742, -0.77380], [2.21099, -2.73669, -1.66111], [1.19995, 3.55984, 2.24934], [-0.16554, 3.34142, 3.01681], [0.34415, 3.91357, 2.45878], [-1.19546, 1.36674, -2.05218], [-0.33970, -0.05768, 0.44511], [-1.86585, 1.23729, -2.63476], [-2.09756, 1.54602, 1.81760], [-3.12893, 1.54897, 2.99936], [-2.61661, 1.08915, 2.39139], [-2.00629, -1.66477, -1.95755], [-0.66316, -2.20498, -1.10659], [-1.64386, -1.76259, -1.04625]], "forces_ev_per_angstrom": [[-4.5, 1.0, 1.9], [6.2, -7.7, 1.9], [-11.4, 7.6, -1.6], [2.6, -0.1, 0.1], [-0.4, -1.6, -1.2], [1.9, -1.0, -0.7], [3.0, 0.3, 0.7], [-0.2, 0.2, -0.6], [-0.2, 1.8, -0.2], [0.7, 0.6, 0.9], [0.4, 0.0, -0.7], [1.9, 1.5, 0.3], [0.6, -0.9, 0.9], [0.4, -0.1, 0.4], [1.5, 2.0, 1.0], [-1.8, -2.5, -1.1], [0.2, 0.1, 0.5], [-2.9, -1.7, -0.6], [3.1, 1.5, 0.4], [-1.0, 1.2, -1.0], [-0.7, -1.0, -1.5], [1.8, -0.5, 2.4], [-0.4, -0.4, 0.7], [1.7, -0.2, -0.2], [-1.3, 0.7, -0.9], [-1.5, -1.0, 0.5], [-0.1, -0.3, 0.3], [1.4, 0.8, -1.6], [0.2, -0.6, 0.4], [0.3, -0.8, 0.3], [-0.4, 1.7, -0.9], [3.1, -0.1, 2.1], [0.2, -0.4, 0.0], [-4.0, -0.4, -3.0], [1.7, 2.9, -2.1], [-1.0, 1.9, 1.2], [-0.8, -4.7, 0.8], [0.6, 0.1, 1.0], [-3.7, 1.2, -0.1], [3.0, -1.0, -0.8]], "mulliken_charge": [-0.9372, -0.6196, 1.4087, 0.2747, -1.7304, 0.8628, -0.0179, 0.2181, 0.4519, 0.2900, 0.5111, 0.4918, 0.3573, 0.2342, 0.3284, -0.5419, 0.3021, 0.3162, -0.6382, 0.3083, 0.3050, -0.6122, 0.2780, 0.3477, -0.5909, 0.3542, 0.2512, -0.6161, 0.2604, 0.3215, -0.6026, 0.2190, -0.1452, -0.6147, 0.2517, 0.2561, -0.5158, 0.2860, 0.3455, -0.6490], "multiplicity": 2, "homo_energy_ev": [-13.79, -13.79], "total_charge": 1, "orbital_gap_ev": [10.1987, 5.2386], "mol_weight_g_mol": 234.2}

***

The records above give, respectively, energy above the lowest of the compared OMol25 structures with the same formula, charge and spin values of 73.5 34.5 136.2 0.0 kcal/mol.
The records above give, respectively, F_max values of 6.1 1.8 2.4 13.8 eV/A.